(1)
164
Properties=species:S:1:pos:R:3:lowdin_charge:R:1 method="wB97M-V/def2-TZVPD" multiplicity=1 fmax_ev_per_a=2.063 relative_energy_kcal_mol=0.0 e_homo_ev=-1.5 charge=-2 lumo_energy_ev=2.92
Cs -0.21524 -0.34391 -1.30324 1.209
C 2.85558 1.63678 0.53309 -0.104
N 2.58938 0.38974 1.22102 -0.246
C 2.36929 0.58465 2.63374 -0.104
C 3.55667 -0.64673 0.92341 -0.176
C 2.92135 -2.04196 0.96547 -0.150
N 1.75921 -2.12451 0.09547 -0.190
C 0.62285 -2.93498 0.58213 -0.182
C 0.40134 -2.98123 2.06873 -0.150
C 0.84642 -4.08012 2.78208 -0.026
C 0.66494 -4.22598 4.15723 -0.203
C -0.02211 -3.19128 4.79517 -0.012
C -0.51594 -2.06974 4.13586 -0.100
C -0.32112 -1.91446 2.70788 -0.362
O -0.73905 -0.90444 2.04750 -0.118
C -1.24254 -0.96748 4.91093 -0.538
C -1.38484 -1.29695 6.39771 -0.090
C -0.44912 0.34449 4.78525 -0.056
C -2.66368 -0.76077 4.34424 -0.050
C 1.18364 -5.47182 4.88123 -0.569
C 0.52110 -6.73307 4.29897 -0.065
C 0.88585 -5.43850 6.38090 -0.086
C 2.70631 -5.59150 4.70485 -0.064
C 2.04775 -2.54673 -1.28106 -0.204
C 3.27341 -1.94879 -1.93492 -0.147
C 4.42449 -2.71273 -2.03461 -0.013
C 5.58658 -2.23684 -2.63891 -0.195
C 5.51529 -0.94911 -3.16368 -0.024
C 4.38396 -0.13650 -3.12636 -0.081
C 3.19211 -0.62059 -2.47503 -0.368
O 2.10330 0.04750 -2.35545 -0.390
C 4.51770 1.25043 -3.79458 -0.525
C 5.62179 2.05242 -3.08425 -0.056
C 3.25168 2.12115 -3.77444 -0.073
C 4.90300 1.06439 -5.27479 -0.059
C 6.86737 -3.06495 -2.78119 -0.565
C 8.05049 -2.33926 -2.11839 -0.062
C 7.18321 -3.28845 -4.27042 -0.062
C 6.72897 -4.43766 -2.11809 -0.082
H 3.81546 2.10450 0.84528 0.080
H 2.04718 2.34673 0.73822 0.077
H 2.87821 1.45965 -0.54661 0.056
H 3.27092 0.97813 3.14936 0.080
H 2.08092 -0.35676 3.10862 0.078
H 1.54996 1.29015 2.78524 0.075
H 4.41187 -0.62027 1.62689 0.117
H 3.95368 -0.46950 -0.07324 0.102
H 2.59559 -2.23951 1.98302 0.102
H 3.69295 -2.78722 0.71755 0.117
H 0.74029 -3.97391 0.23685 0.114
H -0.27459 -2.53479 0.10192 0.039
H 1.37383 -4.85662 2.22600 0.111
H -0.17858 -3.26588 5.86725 0.072
H -0.41063 -1.38696 6.89193 0.080
H -1.94232 -2.22630 6.55038 0.079
H -1.93535 -0.48826 6.89342 0.066
H 0.57710 0.20730 5.14527 0.085
H -0.91759 1.14135 5.37768 0.064
H -0.41272 0.64474 3.73560 0.064
H -3.24875 -1.68219 4.44562 0.083
H -2.59955 -0.50213 3.28566 0.072
H -3.18414 0.04571 4.88787 0.061
H -0.56623 -6.67123 4.40638 0.085
H 0.87474 -7.63727 4.81528 0.072
H 0.74588 -6.83661 3.23395 0.074
H -0.19258 -5.39581 6.56975 0.081
H 1.35525 -4.57212 6.86015 0.082
H 1.27870 -6.34591 6.85613 0.074
H 2.97481 -5.61811 3.64533 0.073
H 3.08785 -6.50661 5.17983 0.072
H 3.20802 -4.72921 5.15556 0.084
H 1.16286 -2.29769 -1.87803 0.028
H 2.16116 -3.64192 -1.31049 0.118
H 4.39948 -3.71181 -1.60689 0.099
H 6.40966 -0.55068 -3.64139 0.092
H 5.34114 2.22374 -2.03977 0.084
H 5.75910 3.02864 -3.57100 0.075
H 6.58165 1.52692 -3.09583 0.068
H 2.90973 2.31631 -2.75842 0.062
H 2.42183 1.65280 -4.30879 0.086
H 3.49773 3.07801 -4.26475 0.071
H 5.87354 0.57201 -5.39008 0.067
H 4.95202 2.03752 -5.78346 0.074
H 4.14936 0.44977 -5.77616 0.080
H 8.22268 -1.35932 -2.57211 0.070
H 8.97401 -2.92873 -2.21139 0.073
H 7.84140 -2.18320 -1.05558 0.086
H 7.38478 -2.34097 -4.77923 0.072
H 6.32665 -3.75662 -4.76429 0.086
H 8.05971 -3.94128 -4.39626 0.073
H 6.50000 -4.33978 -1.05179 0.084
H 7.67006 -4.98984 -2.21648 0.074
H 5.93622 -5.02739 -2.58954 0.084
S -3.06113 2.66767 -0.69679 0.750
C -3.88929 3.51462 0.43582 -0.737
N -5.22624 3.34013 0.69558 -0.116
C -5.87820 4.29996 1.56881 -0.147
C -5.09338 4.40066 2.83821 -0.131
N -3.72872 4.80936 2.52829 -0.119
C -3.05541 5.62363 3.53587 -0.144
C -3.29982 5.13576 4.94539 -0.217
C -3.24546 3.78045 5.26230 -0.036
C -3.51986 3.34908 6.55203 -0.069
C -3.82659 4.26634 7.54937 -0.096
C -3.83871 5.62213 7.25220 -0.096
C -3.58524 6.04962 5.95503 -0.053
C -3.16189 4.51803 1.32491 -0.737
S -1.77867 5.25322 0.79842 0.686
C -6.15778 2.61823 -0.18832 -0.119
C -6.95573 3.51449 -1.12904 -0.193
C -6.41897 4.06560 -2.29802 -0.017
C -7.18224 4.91065 -3.09502 -0.081
C -8.49308 5.21561 -2.74877 -0.104
C -9.03894 4.66638 -1.59964 -0.096
C -8.27309 3.82512 -0.80037 -0.062
H -6.88403 3.94810 1.78958 0.122
H -5.96072 5.28369 1.09294 0.140
H -5.12008 3.44175 3.35768 0.130
H -5.53683 5.14812 3.49292 0.134
H -3.39517 6.65919 3.44681 0.128
H -1.99826 5.62295 3.29731 0.075
H -2.96559 3.05891 4.49764 0.125
H -3.48804 2.29006 6.77557 0.100
H -4.05282 3.92560 8.55223 0.097
H -4.04770 6.34914 8.02818 0.095
H -3.60545 7.11015 5.71979 0.107
H -6.86832 2.12356 0.47350 0.120
H -5.59023 1.86594 -0.72298 0.091
H -5.41000 3.82109 -2.58519 0.104
H -6.74676 5.32270 -3.99821 0.102
H -9.08530 5.87386 -3.37488 0.096
H -10.06332 4.88733 -1.32313 0.096
H -8.71010 3.39427 0.09574 0.106
O -1.92125 -4.03882 -4.03240 -0.127
C -2.09815 -3.56113 -2.88320 -0.595
O -1.83325 -2.41342 -2.42781 -0.260
H -2.54313 -4.26244 -2.15100 0.095
C 0.83406 4.81251 -3.42932 -0.056
C 0.52156 3.75528 -2.46960 -0.253
N 0.26406 2.91321 -1.72910 0.163
H -0.06890 5.10825 -3.96175 0.079
H 1.56901 4.44687 -4.14433 0.063
H 1.23971 5.67448 -2.90274 0.078
C 0.93284 -1.00666 -5.06777 -0.030
N -0.42639 -1.00610 -5.59825 -0.065
C -0.78391 -2.22109 -6.32765 -0.173
C -2.10262 -2.01204 -7.04490 -0.159
C -3.12491 -1.67112 -5.97699 -0.177
N -2.70398 -0.46238 -5.27663 -0.082
C -3.68937 0.07269 -4.34985 -0.053
C -1.36850 -0.24138 -4.95071 -0.486
O -1.05063 0.70086 -4.21627 -0.051
H 1.64361 -0.74668 -5.85818 0.084
H 1.17725 -1.99972 -4.67786 0.103
H 1.01737 -0.29226 -4.25473 0.045
H -0.88942 -3.05261 -5.62802 0.095
H 0.02697 -2.44031 -7.02687 0.116
H -2.39492 -2.91380 -7.58627 0.109
H -2.02028 -1.18060 -7.75269 0.110
H -3.21268 -2.51536 -5.28439 0.107
H -4.10807 -1.47271 -6.41346 0.111
H -4.60239 0.32139 -4.89779 0.076
H -3.28731 0.96626 -3.88109 0.070
H -3.92557 -0.65638 -3.56398 0.092

---

(2)
12
Properties=species:S:1:pos:R:3:lowdin_charge:R:1 method="wB97M-V/def2-TZVPD" multiplicity=3 fmax_ev_per_a=5.592 relative_energy_kcal_mol=90.2 e_homo_ev="-5.3 / -9.4" charge=0 lumo_energy_ev="0.87 / -2.58"
C 0.67078 -1.13192 -0.80707 0.038
C 0.31859 0.05277 -0.36636 -0.213
C -1.74512 0.45102 -0.36420 -0.409
N -1.85981 1.41693 0.52229 0.162
O -2.45112 -0.19777 -1.05357 0.144
O 2.34940 1.22662 -0.31264 -0.033
O 0.91152 1.19657 -0.08106 -0.109
H 1.69898 -1.44234 -0.92792 0.067
H -0.08599 -1.86340 -1.02819 0.055
H -1.02806 1.80780 0.93526 0.096
H -2.75611 1.83415 0.74565 0.119
H 2.43417 1.18471 -1.27588 0.083

---

(3)
23
Properties=species:S:1:pos:R:3:lowdin_charge:R:1 method="wB97M-V/def2-TZVPD" multiplicity=1 fmax_ev_per_a=4.232 relative_energy_kcal_mol=112.1 e_homo_ev="-8.3 / -8.3" charge=0 lumo_energy_ev="-1.35 / -1.36"
C 2.58147 -0.83378 -1.08283 -0.188
C 1.82964 -0.77810 -2.21527 -0.092
C 0.64119 -0.48697 -0.49431 -0.125
C -0.99985 1.25376 1.00414 -0.841
C -0.01282 1.88088 1.96933 -0.119
C -1.04432 -1.14443 2.20682 -0.094
C -0.64681 -0.11297 -2.51702 -0.030
C -1.21291 -0.13578 1.08674 -0.194
N 1.80039 -0.70556 -0.01352 0.067
N 0.57659 -0.42853 -1.82324 -0.123
S -1.75536 2.23906 -0.16256 0.626
H 3.68100 -1.17360 -0.95407 0.132
H 2.08098 -0.72570 -3.26768 0.116
H 0.24409 2.93107 1.50784 0.100
H -0.74205 2.00347 2.80947 0.098
H 0.77369 1.08563 1.94366 0.081
H -1.39415 -0.72943 3.19672 0.086
H -1.73365 -2.12425 2.00702 0.130
H 0.01112 -1.39911 2.43828 0.075
H -0.73470 0.94750 -2.43501 0.038
H -0.54730 -0.40934 -3.55655 0.088
H -1.52451 -0.65708 -2.00685 0.120
H -1.87173 -0.49674 0.35889 0.048

---

(4)
12
Properties=species:S:1:pos:R:3:lowdin_charge:R:1 method="wB97M-V/def2-TZVPD" multiplicity=1 fmax_ev_per_a=4.903 relative_energy_kcal_mol=71.0 e_homo_ev=-8.7 charge=0 lumo_energy_ev=0.54 smiles="O=C(O)C1OC=CO1"
C 1.21757 0.23081 -0.14566 -0.346
C -0.04863 -0.01954 0.75524 -0.251
C -1.78509 0.62433 -0.42288 -0.029
C -1.51821 -0.67741 -0.71912 -0.156
H 2.65569 -1.04619 -0.42163 0.131
H 0.44633 -0.21507 1.79603 0.209
H -2.49667 1.35718 -0.95290 0.146
H -2.08664 -1.40572 -1.35117 0.150
O 1.81231 -1.01245 0.05894 0.076
O 1.75040 1.29330 -0.54032 0.094
O -1.06338 0.93685 0.81243 -0.010
O -0.71340 -1.17263 0.18447 -0.014

---

(5)
8
Properties=species:S:1:pos:R:3:lowdin_charge:R:1 method="wB97M-V/def2-TZVPD" multiplicity=1 fmax_ev_per_a=4.641 relative_energy_kcal_mol=23.8 e_homo_ev=-8.7 charge=0 lumo_energy_ev=0.82 smiles=CSP
C -1.15949 -0.60464 0.87375 -0.258
P 1.25073 0.91787 -0.46677 0.336
S -0.50375 -0.07180 -1.03113 0.254
H -0.25251 -1.04384 1.21577 -0.005
H -1.97459 -1.28275 0.72250 0.015
H -1.43259 0.33193 1.14770 -0.039
H 2.50327 0.21254 -0.73836 -0.152
H 1.56892 1.54069 -1.72346 -0.151

---

(6)
10
Properties=species:S:1:pos:R:3:lowdin_charge:R:1 method="wB97M-V/def2-TZVPD" multiplicity=1 fmax_ev_per_a=1.132 relative_energy_kcal_mol=46.0 e_homo_ev=-10.3 charge=0 lumo_energy_ev=0.81 smiles="C=C.C=O"
C 3.33414 3.22488 0.50496 -0.080
C 2.89419 2.16743 -0.14672 -0.095
H 4.10968 3.75360 -0.00966 0.042
H 2.78129 3.53743 1.37869 0.048
H 3.43527 1.77113 -1.00004 0.043
H 2.03098 1.57910 0.14587 0.042
O -3.69658 -2.99244 -0.12608 -0.008
C -2.64461 -2.42339 -0.22869 -0.148
H -2.55718 -1.34760 -0.01261 0.077
H -1.74428 -2.97748 -0.54607 0.078